The following is a quantum chemistry calculation of C3H5AgMgO4 as an isolated structure at a distorted geometry, from OMol25.

Summary:
* total charge: +1
* multiplicity: 2
* lowest unoccupied orbital energy (alpha / beta): -6.1 / -6.1 eV
* ⟨S²⟩: 0.762
* Kohn-Sham gap (alpha / beta): 0.13306 / 0.19451 Eh

Geometry (Å):
Mg  -2.806  0.494  -0.558
O  -2.339  0.203  1.357
C  -1.221  0.015  1.987
H  -0.882  -1.040  2.013
H  -0.888  0.660  2.820
C  0.178  0.573  0.377
O  1.114  0.726  -0.739
C  0.844  0.074  -1.853
O  -0.310  -0.152  -2.180
O  1.880  -0.747  -2.019
Ag  3.318  -0.367  0.795
H  -0.287  1.572  0.270
H  -0.209  -0.442  0.178
H  1.608  -1.569  -2.447